Entry from the Open Molecules 2025 dataset: a 2-piece molecular cluster, C4H8N2O overall in a non-equilibrium geometry (wB97M-V/def2-TZVPD).

Values from the calculation:
LUMO (alpha / beta) = 0.735 / 0.735 eV
Frontier orbital gap (alpha / beta) = 0.3185 / 0.3184 Eh

Bonds (Å) are listed after each position.
Element x y z (Å)
1 C -3.1073 0.0662 1.1899  C2 1.352, O7 1.222
2 C -1.8909 -0.1107 1.7531  C1 1.352, H8 1.053, H9 1.094
3 C 1.0783 -1.0474 -1.8444  N5 1.298, H10 1.071, H11 1.098
4 C 1.7742 0.8942 0.1948  N6 1.443, H12 1.125, H13 1.102, H14 1.061
5 N 0.2721 -0.2983 -1.1567  C3 1.298, N6 1.339, H15 1.044
6 N 0.4126 0.5317 -0.1153  C4 1.443, N5 1.339
7 O -4.2290 0.2275 0.7327  C1 1.222
8 H -1.7940 -0.4563 2.7434  C2 1.053
9 H -0.9763 0.2377 1.2652  C2 1.094
10 H 2.0468 -1.1515 -1.3987  C3 1.071
11 H 0.7946 -1.7908 -2.6015  C3 1.098
12 H 1.9754 1.9915 0.0484  C4 1.125
13 H 1.9418 0.5988 1.2430  C4 1.102
14 H 2.4128 0.5086 -0.5599  C4 1.061
15 H -0.7111 -0.2013 -1.4940  N5 1.044

---

Entry from the Open Molecules 2025 dataset: one molecule with the formula C4H8N2O (wB97M-V/def2-TZVPD).

Values from the calculation:
LUMO = 0.910 eV
Frontier orbital gap = 0.3900 Eh
Structure (SMILES) = [H]/N=C\[C@H](O)C/C=N/[H]

Bonds (Å) are listed after each position.
Element x y z (Å)
1 C -0.0991 0.9688 0.5167  C2 1.553, C3 1.540, O5 1.405, H9 1.098
2 C -0.3862 0.7250 -0.9894  C1 1.553, C4 1.490, H12 1.090, H13 1.089
3 C 0.9004 0.0417 1.2339  C1 1.540, N6 1.252, H14 1.093
4 C -0.2136 -0.7467 -1.1414  C2 1.490, N7 1.256, H15 1.098
5 O -1.3213 0.8612 1.2023  C1 1.405, H8 0.975
6 N 1.9788 -0.5324 0.9607  C3 1.252, H10 1.018
7 N -1.0373 -1.5177 -0.5899  C4 1.256, H11 1.015
8 H -1.6954 -0.0088 0.9693  O5 0.975
9 H 0.2471 1.9980 0.6785  C1 1.098
10 H 2.3441 -0.3984 0.0202  N6 1.018
11 H -0.8251 -2.5087 -0.6423  N7 1.015
12 H -1.4174 1.0277 -1.1684  C2 1.090
13 H 0.2822 1.2862 -1.6401  C2 1.089
14 H 0.5509 -0.1201 2.2572  C3 1.093
15 H 0.6919 -1.0759 -1.6674  C4 1.098

---

ΔE to the lowest compared entry with this formula, charge and spin (computed, kJ/mol): 526.8, 241.3
Energy (computed, hartree): -341.80301, -341.91174